C57H64N11O2SiY | wB97M-V/def2-TZVPD

Each line ends with the Mulliken charge.
Positions of all 136 atoms, in Å:
Y (-0.87780, -0.36099, -0.73131)  -0.882
Si (1.54334, 1.00326, 2.13870)  -1.375
O (-1.20417, -4.91126, -0.41282)  -0.708
O (0.14999, -4.17948, -2.77926)  -0.671
N (-1.48207, -1.10027, -3.16361)  1.757
N (-1.30138, -1.82277, 1.31480)  2.739
N (-3.38376, -1.49339, -0.82441)  1.254
N (1.35098, -0.92204, -1.81151)  2.382
N (-0.97596, 2.92208, -1.98976)  -0.023
N (-0.73979, -2.76451, -1.15787)  1.963
N (-2.72430, 1.22275, -0.36298)  0.789
N (-0.66996, 1.68098, -2.43071)  -0.023
N (1.90419, -1.84688, 1.83480)  1.235
N (3.46414, -1.31248, -2.74074)  1.345
N (-4.35850, -1.09488, 0.00994)  -0.019
C (1.17204, 1.94572, 3.75626)  0.552
C (5.54711, 2.02823, 1.41507)  -0.857
C (3.03021, 0.78684, -1.57156)  -1.736
C (0.17067, 1.10288, 0.92882)  1.624
C (5.19827, -0.37942, -4.26706)  -1.328
C (3.13182, -1.78241, 1.05287)  0.237
C (4.86407, -0.93430, -2.88952)  -0.710
C (-0.00385, 3.80065, -2.30880)  -0.407
C (-1.55121, -1.35980, 2.54065)  -0.073
C (-3.95140, -2.38854, -1.62076)  -0.338
C (-0.50481, -3.21407, -2.43436)  -0.847
C (-3.30626, 0.92089, 0.87652)  0.699
C (-5.30653, -2.56835, -1.30676)  -1.694
C (0.96320, 3.12393, -3.01120)  -1.579
C (-1.69072, -4.03311, 2.14610)  -0.694
C (-1.42722, -2.89823, -4.74029)  -0.312
C (-5.52681, -1.71969, -0.25055)  -0.248
C (-4.53133, 6.28215, -2.43957)  -1.607
C (-3.11009, 2.46088, -0.82446)  -0.036
C (1.71131, -3.18063, 2.42487)  -0.492
C (-2.51789, -0.85244, -5.29838)  -0.951
C (3.12579, 1.83824, 1.52312)  0.908
C (-2.13482, -2.13615, -5.65392)  -1.037
C (-4.04835, 4.97317, -1.87665)  0.520
C (-4.39118, 2.98794, -0.53984)  -0.630
C (3.04529, 3.00049, 0.75193)  -0.160
C (-3.11362, 1.74667, 1.99626)  0.337
C (-3.65189, 1.44741, 3.23301)  -1.095
C (-1.85295, -2.17377, 3.61848)  -1.224
C (3.02591, -3.90133, 2.70583)  -1.101
C (-4.83706, 4.19486, -1.03211)  -1.315
C (-1.06153, -3.71247, -0.23783)  -0.832
C (-1.36028, -3.14686, 1.13278)  0.211
C (3.04743, -2.55309, -3.39377)  -0.860
C (-2.31713, 3.28182, -1.64606)  0.072
C (-4.61006, -0.53561, 2.33973)  -0.399
C (2.57433, -0.55581, -2.05043)  -0.136
C (3.36926, -3.10153, 0.33919)  0.155
C (-1.93533, -3.54051, 3.41508)  -1.256
C (-0.32710, 2.33290, 5.63840)  -0.925
C (0.50469, 3.33692, 6.11702)  -0.614
C (1.66473, 3.64643, 5.42490)  -0.781
C (-4.96153, -0.06581, 4.78424)  -1.629
C (0.48979, 1.80697, -3.06426)  -0.413
C (3.74144, -4.17650, 1.37225)  -0.940
C (-2.79280, 4.47795, -2.17952)  -0.254
C (4.40075, 1.38248, 1.86282)  -0.340
C (1.84387, -0.75990, 2.80281)  -1.055
C (2.22917, -2.31824, -4.65787)  -0.772
C (-4.08336, -0.22071, 1.09221)  -0.677
C (-2.15663, -0.36913, -4.05126)  -0.619
C (-4.40929, 0.29381, 3.43166)  0.571
C (-1.14577, -2.34834, -3.49878)  0.265
C (1.99010, 2.95752, 4.26181)  -0.600
C (5.43982, 3.16460, 0.62518)  -0.654
C (4.18215, 3.65659, 0.30160)  -0.651
C (0.00797, 1.65444, 4.47653)  -0.155
H (4.82359, -4.17821, 1.52551)  0.389
H (2.19707, 1.27117, -1.07411)  -0.508
H (-2.15753, 5.02823, -2.86354)  0.627
H (3.95458, -3.11033, -3.62989)  0.533
H (5.46935, -1.82241, -2.68784)  0.508
H (-3.08350, -0.22460, -5.97252)  0.472
H (0.97060, -0.92355, 3.44417)  0.635
H (-4.04942, 7.13370, -1.95390)  0.285
H (-1.54339, -0.28632, 2.65804)  -0.374
H (-4.32575, 6.35663, -3.50885)  0.356
H (-3.46443, 2.11572, 4.06622)  0.273
H (3.47414, -5.16587, 0.99562)  0.397
H (3.38393, 1.41467, -2.39069)  0.677
H (2.48642, -3.17643, -2.69451)  0.119
H (0.94594, 0.93091, -3.49257)  0.734
H (-6.40830, -1.49498, 0.32442)  0.547
H (1.22259, -1.88056, -2.11346)  -1.827
H (3.65017, -3.28337, 3.35726)  0.306
H (1.35328, -1.70239, -4.44870)  -0.151
H (-0.08306, 4.83328, -2.01803)  0.689
H (-1.10329, -3.90878, -4.94494)  0.589
H (-0.66510, 0.88046, 4.12198)  0.267
H (4.99873, -1.11384, -5.04788)  0.282
H (2.82051, -1.81037, -5.42043)  0.390
H (-1.23668, 2.08078, 6.17116)  0.462
H (4.50742, 0.49942, 2.48141)  0.409
H (4.00508, -1.57402, 1.69885)  0.027
H (1.12873, -3.80081, 1.73534)  0.055
H (-5.16442, -1.46104, 2.45152)  0.608
H (-2.41140, 0.63535, -3.74129)  0.251
H (-2.52358, 2.64572, 1.86437)  0.391
H (-2.18483, -4.20915, 4.22914)  0.459
H (2.70730, -0.76463, 3.49773)  0.556
H (4.60283, 0.51014, -4.47905)  0.252
H (6.33133, 3.67059, 0.27621)  0.386
H (2.45127, -3.37607, -0.18860)  -0.283
H (-3.37399, -2.87635, -2.38691)  0.503
H (3.83997, 0.69910, -0.84739)  0.415
H (2.90248, 3.21861, 3.73763)  0.334
H (0.18170, 2.10281, 0.46542)  0.270
H (4.08693, 4.55241, -0.30015)  0.416
H (-4.77236, 0.72648, 5.50777)  0.395
H (2.32033, 4.42794, 5.78940)  0.411
H (-5.60682, 6.39137, -2.30080)  0.377
H (-4.50756, -0.98357, 5.16578)  0.311
H (2.83615, -4.83117, 3.24537)  0.443
H (6.52387, 1.64565, 1.68537)  0.420
H (1.88671, 3.51663, -3.39842)  0.549
H (1.87385, -3.26957, -5.05229)  0.443
H (-0.72912, 1.14454, 1.55908)  -0.997
H (3.05518, -0.94244, 0.36534)  -0.495
H (0.24827, 3.87289, 7.02226)  0.366
H (5.12328, -0.21130, -2.12071)  0.258
H (-5.83508, 4.53205, -0.77449)  0.339
H (4.15438, -2.99740, -0.41292)  0.194
H (1.11019, -3.07005, 3.32798)  0.400
H (-1.73171, -5.08473, 1.90245)  0.565
H (-2.03432, -1.72714, 4.58706)  0.672
H (-5.05306, 2.40415, 0.08700)  0.541
H (-2.39333, -2.53984, -6.62432)  0.454
H (-6.03930, -0.23181, 4.74340)  0.362
H (-6.01816, -3.21602, -1.78640)  0.462
H (2.07077, 3.39008, 0.47337)  0.466
H (6.25318, -0.10914, -4.32371)  0.461

HOMO   -6.67 eV
Frontier orbital gap   6.8 eV
E   -3291.28774 hartree
Energy above the lowest of the compared OMol25 structures with the same formula, charge and spin   15.5 kJ/mol